(1)
Computed, not measured: C25H29ClIIrN8O3S as an isolated structure at a distorted geometry, with ωB97M-V/def2-TZVPD.

CARTESIAN COORDINATES (ANGSTROEM)
Ir: 1.381 0.791 0.838
Cl: 0.552 -5.436 3.638
C: 1.244 -4.041 2.962
C: 2.479 -4.142 2.340
C: 3.068 -3.031 1.768
I: 4.907 -3.147 0.839
C: 2.389 -1.759 1.759
O: 2.866 -0.728 1.223
C: 1.093 -1.681 2.410
N: 0.489 -0.473 2.390
C: -0.660 -0.321 3.030
C: -1.273 -1.369 3.715
C: -0.688 -2.611 3.708
C: 0.534 -2.790 3.037
H: 2.982 -5.100 2.300
H: -1.125 0.653 3.002
H: -2.199 -1.190 4.243
H: -1.146 -3.444 4.221
N: 0.329 2.393 -1.972
C: 0.442 3.852 -1.622
C: -0.418 4.206 -0.412
C: 0.168 3.861 0.965
N: 0.048 2.430 1.336
C: 1.608 4.312 1.107
C: 2.495 3.860 -0.034
N: 2.802 2.416 0.135
C: 1.905 4.227 -1.404
H: -0.643 2.039 -1.999
H: 0.797 1.805 -1.273
H: 0.745 2.198 -2.882
H: 0.062 4.385 -2.489
H: -1.411 3.757 -0.529
H: -0.559 5.288 -0.417
H: -0.415 4.433 1.684
H: -0.874 2.056 1.088
H: 0.097 2.374 2.347
H: 2.014 3.942 2.054
H: 1.634 5.403 1.157
H: 3.428 4.415 0.038
H: 3.444 2.325 0.917
H: 3.310 2.064 -0.673
H: 2.518 3.810 -2.212
H: 1.992 5.312 -1.487
N: -4.872 -4.728 -1.351
C: -4.178 -3.579 -1.147
C: -3.945 -2.687 -2.209
C: -3.247 -1.521 -2.007
C: -2.776 -1.221 -0.730
C: -2.974 -2.099 0.336
C: -3.669 -3.267 0.129
S: -1.858 0.207 -0.447
O: -2.144 0.712 0.882
O: -2.100 1.155 -1.533
N: -0.265 -0.144 -0.404
C: 0.435 -0.593 -1.505
N: 1.755 -0.324 -1.410
C: 2.555 -0.775 -2.384
C: 2.055 -1.427 -3.492
C: 0.677 -1.597 -3.530
N: -0.136 -1.194 -2.554
H: -5.300 -4.920 -2.236
H: -5.106 -5.333 -0.588
H: -4.332 -2.923 -3.196
H: -3.066 -0.833 -2.822
H: -2.596 -1.848 1.321
H: -3.848 -3.951 0.954
H: 3.620 -0.594 -2.262
H: 2.702 -1.784 -4.281
H: 0.197 -2.075 -4.379

Lowest unoccupied orbital energy (spin up / spin down): -7.46 / -7.68 eV
Gap between HOMO and LUMO (spin up / spin down): 4.9204 / 4.5493 eV
Energy relative to the best compared isomer or geometry (same formula, charge and spin): 59.8 kcal/mol
Calculated total energy: -78742.6554 eV
Spin multiplicity: 1
Charge: +2



(2)
Computed, not measured: C25H29ClN2NaOSi as an isolated structure at a distorted geometry, with ωB97M-V/def2-TZVPD.

CARTESIAN COORDINATES (ANGSTROEM)
Na: -14.083 -7.866 7.302
C: -14.232 -8.652 2.335
Si: -14.413 -9.620 4.071
C: -15.215 -11.358 3.846
C: -12.722 -10.025 4.753
N: -15.228 -8.694 5.291
C: -16.494 -8.245 5.132
C: -17.405 -8.649 4.139
C: -18.645 -8.088 4.041
C: -19.116 -7.171 4.952
C: -18.305 -6.821 6.040
C: -17.006 -7.306 6.116
O: -16.057 -6.805 7.053
C: -15.945 -5.346 7.083
C: -16.058 -4.660 5.886
C: -15.587 -3.389 5.831
C: -15.011 -2.745 6.906
C: -14.975 -3.422 8.136
C: -15.465 -4.722 8.214
H: -14.955 -7.829 2.177
H: -14.428 -9.273 1.450
H: -13.234 -8.191 2.385
H: -16.279 -11.347 3.635
H: -15.135 -11.743 4.849
H: -14.658 -11.909 3.077
H: -12.060 -10.472 3.949
H: -12.689 -10.731 5.582
H: -12.300 -9.070 5.107
H: -17.226 -9.517 3.497
H: -19.426 -8.547 3.431
H: -20.031 -6.668 4.872
H: -18.709 -6.205 6.827
H: -16.346 -5.193 4.972
H: -15.643 -2.870 4.884
H: -14.610 -1.743 6.852
H: -14.549 -3.064 9.062
H: -15.333 -5.287 9.160
C: -9.327 -5.347 8.010
C: -9.283 -6.737 7.309
C: -10.674 -7.113 7.156
N: -11.740 -7.522 6.890
H: -8.423 -4.795 7.821
H: -9.492 -5.555 9.082
H: -10.221 -4.836 7.603
H: -8.734 -7.476 7.919
H: -8.816 -6.627 6.283
Cl: -13.082 -8.164 13.713
C: -13.234 -8.872 12.132
C: -12.077 -9.363 11.508
C: -12.102 -9.740 10.191
C: -13.356 -9.811 9.437
C: -13.568 -10.356 8.193
C: -14.495 -9.224 10.159
C: -14.408 -8.723 11.425
H: -11.087 -9.496 12.047
H: -11.188 -10.044 9.667
H: -14.593 -10.524 7.879
H: -12.839 -10.815 7.497
H: -15.443 -9.252 9.662
H: -15.317 -8.278 11.886

Lowest unoccupied orbital energy: 1.88 eV
Gap between HOMO and LUMO: 4.2968 eV
Energy relative to the best compared isomer or geometry (same formula, charge and spin): 8.5 kcal/mol
Calculated total energy: -56240.7800 eV
Spin multiplicity: 1
Charge: -1



(3)
Computed, not measured: C25H29ClN4O as an isolated structure at a distorted geometry, with ωB97M-V/def2-TZVPD.

CARTESIAN COORDINATES (ANGSTROEM)
O: -0.362 -0.694 -1.771
C: -0.638 -1.781 -1.396
N: 0.292 -2.475 -0.599
C: 1.598 -1.860 -0.218
C: 2.791 -2.324 -0.416
C: 3.795 -1.523 0.264
N: 3.187 -0.414 0.789
N: 1.955 -0.627 0.258
C: 1.063 0.430 0.657
C: 1.170 0.799 2.182
C: 0.550 1.870 2.547
N: 0.770 3.156 1.614
C: 0.324 2.990 0.240
C: 1.246 1.504 -0.173
H: 0.954 1.408 -1.303
H: 2.313 1.829 -0.018
H: -0.774 2.674 0.262
H: 0.626 3.705 -0.212
C: 1.704 3.927 1.887
C: 3.148 3.400 1.943
C: 3.809 2.872 2.821
C: 5.116 2.141 2.876
C: 5.673 2.199 1.509
C: 5.074 2.911 0.602
C: 3.918 3.523 0.360
H: 3.267 4.057 -0.242
H: 5.430 3.216 -0.477
Cl: 7.222 1.435 1.177
H: 5.506 1.734 3.671
H: 3.208 2.745 3.912
H: 1.671 4.839 1.294
H: 1.630 4.431 2.950
H: -0.672 1.711 2.495
H: 0.579 2.438 3.607
H: 2.283 1.031 2.351
H: 1.000 -0.254 2.816
H: -0.020 0.070 0.430
H: 4.828 -1.813 0.488
H: 3.085 -3.534 -0.696
H: 0.356 -3.412 -0.178
C: -1.923 -2.543 -1.399
H: -2.161 -2.257 -2.200
H: -1.516 -3.516 -1.565
C: -2.751 -2.149 -0.265
H: -2.809 -1.190 -0.322
H: -2.374 -2.576 0.534
C: -4.157 -3.025 -0.435
C: -5.006 -2.578 -1.650
C: -4.799 -3.450 -2.956
C: -5.414 -3.002 -3.869
C: -6.224 -1.813 -3.980
C: -6.203 -1.031 -2.835
C: -5.617 -1.518 -1.828
H: -5.615 -0.816 -0.678
H: -6.904 -0.102 -2.660
H: -6.814 -1.628 -4.633
H: -5.560 -3.507 -4.873
H: -4.248 -4.336 -2.782
H: -4.598 -3.005 0.416
H: -3.982 -4.292 -0.327

Lowest unoccupied orbital energy: 0.32 eV
Gap between HOMO and LUMO: 7.6301 eV
Energy relative to the best compared isomer or geometry (same formula, charge and spin): 529.2 kcal/mol
Calculated total energy: -46904.2261 eV
Spin multiplicity: 1



(4)
Computed, not measured: one molecule with the formula C25H29ClN4O2S, with ωB97M-V/def2-TZVPD.

CARTESIAN COORDINATES (ANGSTROEM)
C: 3.970 -1.030 -4.586
C: 2.947 -0.329 -3.698
C: 2.377 0.914 -4.384
C: 1.401 1.643 -3.453
N: 1.970 2.000 -2.164
C: 2.861 3.153 -2.206
C: 2.073 4.455 -2.022
C: 1.620 4.657 -0.577
N: 0.908 3.498 -0.085
C: 1.299 2.865 1.044
O: 2.120 3.315 1.820
C: 0.619 1.551 1.286
C: 1.330 0.573 1.987
C: 0.767 -0.661 2.225
C: -0.527 -0.935 1.784
C: -1.135 -2.244 2.041
O: -0.566 -3.151 2.608
N: -2.442 -2.400 1.580
C: -3.097 -3.681 1.836
C: -3.998 -3.601 3.041
C: -3.449 -3.365 4.297
C: -4.259 -3.267 5.413
C: -5.630 -3.409 5.270
Cl: -6.649 -3.289 6.662
C: -6.193 -3.649 4.028
C: -5.373 -3.742 2.918
C: -3.148 -1.431 0.925
S: -4.683 -1.633 0.366
N: -2.529 -0.239 0.708
C: -1.251 0.055 1.110
C: -0.673 1.297 0.856
C: 2.524 0.826 -1.513
C: 3.563 0.087 -2.361
H: 4.357 -1.918 -4.093
H: 3.517 -1.328 -5.529
H: 4.806 -0.367 -4.802
H: 2.122 -1.023 -3.496
H: 1.857 0.635 -5.302
H: 3.197 1.582 -4.658
H: 1.032 2.551 -3.936
H: 0.543 0.990 -3.257
H: 3.424 3.207 -3.148
H: 3.585 3.066 -1.392
H: 2.698 5.301 -2.312
H: 1.200 4.443 -2.677
H: 2.476 4.814 0.085
H: 0.970 5.538 -0.512
H: 0.450 2.951 -0.800
H: 2.322 0.810 2.335
H: 1.300 -1.435 2.755
H: -2.297 -4.405 2.010
H: -3.669 -3.957 0.948
H: -2.379 -3.267 4.403
H: -3.832 -3.086 6.387
H: -7.262 -3.758 3.930
H: -5.811 -3.919 1.948
H: -3.081 0.460 0.227
H: -1.252 2.055 0.349
H: 2.956 1.129 -0.557
H: 1.688 0.147 -1.301
H: 3.918 -0.790 -1.818
H: 4.419 0.742 -2.541

Lowest unoccupied orbital energy: -0.30 eV
Gap between HOMO and LUMO: 8.2184 eV
SMILES: CC1CCN(CCCNC(=O)c2ccc3c(=O)n(Cc4ccc(Cl)cc4)c(=S)[nH]c3c2)CC1
Calculated total energy: -59811.4098 eV
Spin multiplicity: 1



(5)
Computed, not measured: C25H29F10IrN7O3 as an isolated structure at a distorted geometry, with ωB97M-V/def2-TZVPD.

CARTESIAN COORDINATES (ANGSTROEM)
Ir: -0.456 -0.096 0.715
C: -0.118 -0.062 3.697
N: 0.673 -0.244 2.445
C: 1.271 -1.586 2.419
C: 0.111 -2.558 2.311
N: -0.928 -1.995 1.411
C: -2.058 -2.727 1.221
C: -3.211 -2.152 0.599
F: -3.191 -0.897 0.174
C: -4.387 -2.836 0.417
F: -5.411 -2.237 -0.159
C: -4.500 -4.159 0.836
F: -5.614 -4.814 0.659
C: -3.407 -4.778 1.437
F: -3.499 -6.033 1.820
C: -2.231 -4.091 1.625
F: -1.247 -4.776 2.192
C: 1.615 0.892 2.310
C: 0.762 2.126 2.001
N: -0.471 1.648 1.335
C: -1.600 2.505 1.320
C: -2.839 2.093 1.796
F: -2.978 0.885 2.356
C: -3.938 2.931 1.762
F: -5.105 2.514 2.231
C: -3.811 4.215 1.257
F: -4.857 5.017 1.221
C: -2.582 4.655 0.789
F: -2.460 5.872 0.286
C: -1.495 3.802 0.826
F: -0.330 4.209 0.314
H: 0.547 -0.210 4.550
H: -0.942 -0.765 3.745
H: -0.534 0.939 3.732
H: 1.851 -1.783 3.324
H: 1.923 -1.627 1.546
H: -0.332 -2.762 3.286
H: 0.472 -3.507 1.919
H: 2.280 0.660 1.480
H: 2.189 1.018 3.231
H: 1.304 2.780 1.320
H: 0.511 2.704 2.892
C: -2.909 1.962 -2.914
O: -2.208 0.695 -3.063
C: -1.556 0.251 -2.032
O: -1.459 0.830 -0.944
N: -0.909 -0.908 -2.234
N: -0.326 -1.484 -1.103
H: -3.160 2.264 -3.924
H: -2.258 2.691 -2.440
H: -3.808 1.803 -2.325
H: -1.016 -1.437 -3.087
H: 0.694 -1.569 -1.194
H: -0.763 -2.382 -0.925
C: 4.238 -2.138 -0.976
N: 4.083 -0.933 -1.770
C: 5.192 -0.556 -2.643
C: 4.657 0.200 -3.840
C: 3.885 1.402 -3.343
N: 2.930 1.017 -2.305
C: 1.878 1.980 -2.040
C: 3.030 -0.109 -1.553
O: 2.160 -0.374 -0.685
H: 4.658 -2.925 -1.601
H: 3.272 -2.463 -0.603
H: 4.908 -1.981 -0.126
H: 5.703 -1.468 -2.945
H: 5.913 0.059 -2.094
H: 4.009 -0.453 -4.428
H: 5.474 0.525 -4.481
H: 3.324 1.866 -4.157
H: 4.567 2.160 -2.944
H: 1.163 2.011 -2.868
H: 2.308 2.978 -1.932
H: 1.352 1.715 -1.128

Lowest unoccupied orbital energy (spin up / spin down): -6.33 / -8.30 eV
Gap between HOMO and LUMO (spin up / spin down): 7.5800 / 5.6141 eV
⟨S²⟩: 0.79
Calculated total energy: -72965.5786 eV
Spin multiplicity: 2
Charge: +2



(6)
Computed, not measured: C25H29IrN2O10Se as an isolated structure, with ωB97M-V/def2-TZVPD.

CARTESIAN COORDINATES (ANGSTROEM)
Ir: -0.218 -0.440 -1.219
N: 0.496 -2.407 -1.873
C: -0.130 -3.488 -1.100
C: -1.504 -3.054 -0.608
O: -2.392 -3.867 -0.377
N: -1.593 -1.723 -0.444
C: -2.835 -1.186 0.061
C: -2.951 0.251 -0.416
O: -3.982 0.886 -0.387
O: -1.815 0.770 -0.818
H: 0.428 -2.524 -2.877
H: 1.475 -2.288 -1.626
H: 0.469 -3.633 -0.204
H: -0.191 -4.431 -1.640
H: -2.836 -1.174 1.157
H: -3.692 -1.777 -0.261
C: -0.808 -0.578 -5.736
C: -0.473 0.218 -4.489
C: -0.481 1.720 -4.747
O: -1.453 -0.024 -3.469
C: 0.949 -0.129 -3.976
O: 1.819 -0.387 -4.789
O: 1.193 -0.072 -2.700
H: -1.761 -0.241 -6.147
H: -0.877 -1.647 -5.510
H: -0.022 -0.451 -6.477
H: -1.476 2.031 -5.071
H: 0.252 1.967 -5.515
H: -0.228 2.251 -3.829
H: -1.927 -0.846 -3.633
C: -2.890 5.114 3.001
C: -2.067 4.262 2.073
C: -1.146 3.350 2.561
C: -0.354 2.583 1.709
C: 0.584 1.569 2.300
C: -0.488 2.750 0.324
Se: 0.735 1.856 -0.838
C: -1.452 3.628 -0.188
C: -1.689 3.774 -1.663
C: -2.215 4.376 0.696
H: -2.683 4.873 4.044
H: -3.958 4.971 2.825
H: -2.674 6.174 2.850
H: -1.037 3.224 3.633
H: 0.644 1.690 3.382
H: 1.583 1.636 1.868
H: 0.231 0.556 2.085
H: -1.796 2.792 -2.123
H: -0.854 4.285 -2.150
H: -2.599 4.348 -1.840
H: -2.962 5.056 0.298
O: 3.100 -0.025 0.367
C: 2.380 -0.921 0.783
O: 1.240 -1.295 0.318
C: 2.854 -1.733 1.981
C: 3.852 -1.187 2.777
C: 4.343 -1.847 3.906
C: 3.796 -3.075 4.186
O: 4.102 -3.932 5.217
C: 3.208 -5.034 5.085
O: 2.455 -4.864 3.892
C: 2.809 -3.628 3.394
C: 2.310 -2.984 2.293
H: 4.249 -0.223 2.491
H: 5.117 -1.420 4.527
H: 2.530 -5.056 5.945
H: 3.785 -5.960 5.020
H: 1.523 -3.414 1.691

Lowest unoccupied orbital energy (spin up / spin down): 1.74 / 2.04 eV
Gap between HOMO and LUMO (spin up / spin down): 6.7033 / 6.9648 eV
Energy relative to the best compared isomer or geometry (same formula, charge and spin): 55.9 kcal/mol
⟨S²⟩: 0.77
Calculated total energy: -118038.6196 eV
Spin multiplicity: 2
Charge: -1



(7)
Computed, not measured: C25H29IrN5S as an isolated structure, with ωB97M-V/def2-TZVPD.

CARTESIAN COORDINATES (ANGSTROEM)
Ir: -0.088 -0.013 0.220
C: 1.806 -1.775 -1.228
N: 1.243 -0.384 -1.326
C: 0.450 -0.231 -2.577
C: -0.857 -0.954 -2.398
C: -1.506 -1.564 -3.452
C: -2.720 -2.199 -3.226
C: -3.228 -2.228 -1.937
C: -2.523 -1.607 -0.925
N: -1.370 -0.954 -1.142
C: 2.319 0.642 -1.198
C: 2.671 0.828 0.255
C: 3.944 1.148 0.677
C: 4.174 1.376 2.029
C: 3.120 1.256 2.919
C: 1.871 0.913 2.436
N: 1.639 0.719 1.129
C: 1.382 -2.504 0.016
C: 1.863 -3.773 0.287
C: 1.465 -4.415 1.446
C: 0.598 -3.759 2.312
C: 0.154 -2.500 1.980
N: 0.530 -1.881 0.844
H: 2.895 -1.719 -1.257
H: 1.498 -2.342 -2.107
H: 0.998 -0.616 -3.440
H: 0.274 0.833 -2.741
H: -1.064 -1.546 -4.439
H: -3.250 -2.676 -4.040
H: -4.158 -2.731 -1.710
H: -2.880 -1.626 0.092
H: 1.930 1.578 -1.599
H: 3.192 0.366 -1.791
H: 4.749 1.221 -0.042
H: 5.165 1.632 2.379
H: 3.256 1.415 3.979
H: 1.031 0.781 3.103
H: 2.546 -4.249 -0.406
H: 1.827 -5.408 1.675
H: 0.270 -4.216 3.235
H: -0.511 -1.958 2.638
C: -1.522 4.385 -1.429
C: -0.301 4.237 -0.789
C: 0.090 2.985 -0.362
N: -0.665 1.882 -0.537
C: -1.857 2.038 -1.149
C: -2.311 3.259 -1.608
H: -1.853 5.355 -1.775
H: 0.349 5.084 -0.616
H: 1.032 2.856 0.147
H: -2.463 1.155 -1.262
H: -3.275 3.319 -2.093
C: -3.050 -0.280 2.231
S: -1.390 0.415 2.179
C: -1.785 2.164 2.355
H: -3.670 0.116 1.428
H: -3.475 -0.001 3.194
H: -2.983 -1.365 2.185
H: -2.287 2.279 3.314
H: -2.429 2.504 1.548
H: -0.859 2.731 2.369

Lowest unoccupied orbital energy: -8.56 eV
Gap between HOMO and LUMO: 9.9667 eV
Energy relative to the best compared isomer or geometry (same formula, charge and spin): 0.0 kcal/mol
Calculated total energy: -47498.9906 eV
Spin multiplicity: 1
Charge: +3